{
  "formula": "C11H13O2P",
  "method": "the ωB97M-V functional and the def2-TZVPD basis",
  "species": ["O", "C", "C", "C", "C", "O", "C", "C", "C", "C", "C", "C", "C", "H", "H", "H", "H", "H", "H", "H", "H", "H", "H", "P", "H", "H", "H"],
  "coordinates": [[-1.070420, -1.995025, 3.398544], [-0.237565, -0.908092, 3.445978], [-0.358312, 0.046732, 2.320760], [-1.173114, 1.172643, 2.454857], [-1.189896, 1.843859, 1.299580], [-0.328213, 1.244279, 0.435325], [0.177822, 0.166834, 1.055924], [0.945923, -0.727495, 0.211226], [1.427545, -1.964094, 0.646430], [2.145696, -2.812453, -0.220001], [2.428874, -2.410607, -1.529297], [1.930347, -1.161996, -2.019228], [1.120727, -0.408633, -1.123104], [-1.895222, -1.663863, 3.176068], [-0.536857, -0.415957, 4.370815], [0.836652, -0.991391, 3.552541], [-1.739708, 1.356877, 3.256300], [-1.856071, 2.659288, 0.943481], [1.351366, -2.173710, 1.643706], [2.514293, -3.726846, 0.069762], [2.848978, -2.964527, -2.395288], [2.297606, -0.917983, -3.003568], [0.737590, 0.619807, -1.413632], [-1.366694, 2.553777, -3.486321], [-0.054194, 2.072854, -3.829182], [-1.190534, 2.828650, -1.907812], [-1.682710, 1.173450, -3.367786]],
  "forces_ev_per_angstrom": [[2.285, -2.991, -0.081], [0.826, 2.175, 0.805], [0.393, 0.518, -0.844], [0.472, -0.081, -2.045], [-0.621, 1.027, -0.740], [-0.606, 0.699, -0.088], [-0.253, -1.222, 0.685], [0.246, -1.179, -0.609], [1.119, 0.420, -2.420], [-0.722, 2.314, -1.089], [-1.278, 1.518, -1.581], [-0.240, -1.241, 2.753], [0.988, 2.204, -2.227], [-2.564, 0.740, -0.716], [0.295, 0.852, 0.084], [0.228, -1.726, 0.243], [-2.041, 0.866, 2.937], [1.107, -0.677, 0.170], [-0.358, -0.978, 2.372], [0.612, -1.955, 1.040], [0.285, -0.364, 1.492], [-0.688, 0.641, -0.146], [0.498, -1.543, -0.006], [0.503, -0.138, 1.877], [-0.121, 0.641, 0.464], [0.050, -0.730, -2.624], [-0.414, 0.211, 0.293]],
  "lumo_ev": 0.59,
  "multiplicity": 1,
  "smiles": "OCc1ccoc1-c1ccccc1.P"
}

***

{
  "formula": "C4H5NOS2",
  "method": "the ωB97M-V functional and the def2-TZVPD basis",
  "species": ["C", "C", "C", "C", "N", "O", "S", "S", "H", "H", "H", "H", "H"],
  "coordinates": [[0.421306, -0.288118, 2.057169], [0.814372, 0.977727, 1.431480], [-0.167469, 1.258268, -1.237399], [-0.234309, -1.253115, 1.506800], [-0.050955, -1.092180, -2.712082], [-0.725932, -2.266872, 1.104428], [0.642136, 1.872475, 0.052768], [-0.675788, -0.528131, -1.406854], [0.744571, -0.431345, 3.059390], [1.372505, 1.619589, 2.209235], [-0.691277, 2.003854, -1.713824], [0.680878, -1.806619, -2.604897], [-2.130037, -0.065534, -1.746216]],
  "forces_ev_per_angstrom": [[0.777, 2.384, -1.108], [0.793, 1.426, 1.523], [0.281, -2.997, 1.572], [-2.194, -5.353, -1.724], [-0.056, 0.051, -0.560], [1.330, 3.257, 1.446], [-0.121, -0.646, 1.104], [-1.236, 2.241, -0.683], [0.049, -0.222, 0.668], [-0.654, -0.949, -1.683], [-0.848, 1.501, -1.553], [-0.759, 0.338, 0.626], [2.639, -1.030, 0.372]],
  "lumo_ev": [-0.40, -0.40],
  "multiplicity": 1
}

***

{
  "formula": "C37H21ClF15GeLiN2OS2",
  "method": "the ωB97M-V functional and the def2-TZVPD basis",
  "species": ["Li", "C", "C", "N", "C", "C", "C", "S", "N", "C", "O", "C", "C", "C", "C", "C", "C", "H", "H", "H", "H", "H", "H", "H", "H", "H", "H", "H", "H", "H", "H", "H", "F", "C", "C", "C", "F", "C", "F", "C", "F", "C", "F", "Ge", "S", "C", "C", "F", "C", "F", "C", "F", "C", "F", "C", "F", "C", "C", "F", "C", "F", "C", "F", "C", "F", "C", "F", "Cl", "C", "C", "C", "C", "C", "C", "C", "H", "H", "H", "H", "H", "H"],
  "coordinates": [[-18.282984, -1.899640, -4.175253], [-18.372780, 3.830457, -3.322709], [-19.395000, 2.966799, -4.006477], [-20.061433, 1.997148, -3.153890], [-20.984250, 2.592662, -2.136049], [-20.347715, 2.654592, -0.738278], [-19.550489, 0.708366, -2.992082], [-17.994494, 0.471896, -3.617412], [-20.387048, -0.178983, -2.364665], [-20.014693, -1.416669, -2.084422], [-19.005459, -1.999748, -2.553445], [-20.881296, -2.068509, -1.002797], [-20.552330, -3.394513, -0.623471], [-21.252699, -3.959372, 0.437352], [-22.400953, -3.390393, 0.922776], [-22.694919, -2.056902, 0.598986], [-21.966893, -1.430291, -0.419465], [-17.842805, 4.469159, -4.062818], [-17.646176, 3.158951, -2.796117], [-18.756150, 4.571673, -2.600108], [-18.954774, 2.397983, -4.806119], [-20.179471, 3.527978, -4.458837], [-21.943871, 2.012014, -2.106075], [-21.138667, 3.593353, -2.600131], [-20.423673, 1.669588, -0.264774], [-21.044926, 3.262309, -0.192773], [-19.320584, 3.060937, -0.709285], [-19.848924, -3.959626, -1.229985], [-20.973552, -4.906844, 0.857471], [-23.112667, -3.967386, 1.516655], [-23.457578, -1.483370, 1.130937], [-22.266392, -0.427162, -0.755087], [-18.091522, -2.538813, -11.128978], [-18.599632, -3.634294, -10.525217], [-18.590456, -3.805246, -9.158630], [-19.055534, -5.046579, -8.611687], [-19.399643, -5.128409, -7.285733], [-19.343812, -6.080180, -9.448748], [-19.768227, -7.297574, -8.952634], [-19.487138, -5.903021, -10.843728], [-19.818853, -6.938445, -11.636892], [-19.086775, -4.678531, -11.394134], [-19.049307, -4.500443, -12.693667], [-18.046669, -2.329751, -7.852589], [-17.153083, -3.042386, -6.036634], [-19.832386, -1.548730, -7.595047], [-20.499797, -0.970622, -8.678429], [-19.934524, -0.922072, -9.901814], [-21.670580, -0.281742, -8.531155], [-22.429694, 0.129096, -9.557215], [-22.244625, -0.118816, -7.265758], [-23.253783, 0.763169, -7.102123], [-21.539932, -0.536699, -6.139069], [-21.815471, 0.057092, -4.972713], [-20.441478, -1.360823, -6.343608], [-19.944752, -2.078962, -5.295116], [-16.882969, -0.968255, -8.652339], [-17.202987, 0.388618, -8.739942], [-18.179700, 0.888009, -7.990654], [-16.388646, 1.296240, -9.388895], [-16.650267, 2.620395, -9.398649], [-15.451993, 0.793091, -10.283617], [-14.780528, 1.557606, -11.149170], [-15.128335, -0.565659, -10.244378], [-14.010237, -0.957430, -10.935865], [-15.878755, -1.436760, -9.503022], [-15.600517, -2.767331, -9.549455], [-9.693990, 2.595012, -4.301732], [-10.604517, 1.192928, -3.766380], [-10.415492, -0.062859, -4.400328], [-11.268692, -1.084256, -4.154218], [-12.282203, -0.937518, -3.151433], [-13.153338, -2.010023, -2.968002], [-12.427213, 0.290632, -2.469759], [-11.616210, 1.337023, -2.809483], [-9.574182, -0.218414, -5.054002], [-11.153881, -2.014151, -4.674018], [-13.944218, -2.028553, -2.283697], [-12.863315, -2.943860, -3.440953], [-13.283158, 0.361367, -1.802714], [-11.804500, 2.317967, -2.276857]],
  "forces_ev_per_angstrom": [[0.622, 0.181, -0.271], [1.274, 0.528, 0.378], [-0.224, -0.684, 0.311], [-0.466, -0.980, 1.264], [0.691, -0.639, -1.384], [-0.641, -0.265, -0.464], [-0.602, 0.251, -0.374], [0.158, -0.466, -0.190], [0.134, 1.841, -0.125], [0.815, 0.209, 0.019], [-1.446, -0.859, 1.004], [0.703, -1.381, -0.971], [-0.496, 1.191, 0.130], [0.078, -0.834, -0.832], [-0.744, 1.383, 0.655], [0.094, -0.215, -0.603], [-0.236, 0.559, 0.680], [-0.074, -0.619, 0.276], [-0.441, 0.741, -0.539], [-0.284, -0.511, -0.091], [0.446, -0.069, -0.258], [-0.719, 0.856, -0.337], [0.815, 0.591, -0.025], [-0.366, -0.463, 0.879], [0.470, 0.062, -0.238], [-0.039, 0.700, 0.750], [-0.614, -0.247, -0.084], [0.340, 0.319, 0.498], [0.113, -0.589, -0.301], [0.528, 0.236, 0.371], [-0.122, -0.424, -0.380], [0.464, -0.459, 0.205], [-0.336, -0.426, 0.280], [-0.400, -1.862, -0.539], [-0.007, 0.060, 0.669], [-0.121, 1.917, 0.327], [0.829, -0.186, -1.587], [-1.646, -1.844, -0.359], [0.428, 1.172, -0.352], [1.362, 0.985, 0.168], [-0.017, 0.445, 0.348], [0.419, 0.188, 2.133], [-0.133, 0.037, -1.079], [0.318, -1.237, 1.565], [-0.016, 0.056, -0.672], [-1.279, 0.881, 0.063], [0.746, 0.323, 0.420], [-0.018, -0.441, 0.062], [-2.011, -0.427, 0.667], [0.469, 0.291, -0.437], [1.184, 1.008, 0.389], [0.162, -0.631, -0.208], [-0.165, 0.751, -0.424], [-0.258, -0.949, -0.089], [0.910, -1.150, -0.363], [-0.629, 1.047, -0.247], [-0.787, -0.009, -1.893], [1.148, -0.684, 1.280], [-0.530, 0.179, 0.134], [-0.191, 0.459, -1.669], [-0.002, -0.522, 0.148], [0.439, -0.641, 0.439], [-0.085, 0.256, 0.434], [1.268, 0.361, -0.904], [-1.238, 0.092, 0.345], [-0.051, -0.399, 0.947], [-0.116, 0.925, 0.005], [0.256, 0.146, 0.024], [-0.090, -0.441, 0.156], [0.159, 1.067, 0.213], [0.437, 0.641, 0.677], [-1.769, -2.406, -0.368], [1.771, 0.047, -0.750], [0.013, 0.225, -0.264], [-0.172, 1.581, 0.717], [0.132, 0.201, -0.418], [-0.018, -0.424, -0.094], [-1.043, 0.132, 0.962], [-0.338, -0.050, -0.053], [0.320, 0.313, 0.117], [0.464, -1.000, -0.877]],
  "lumo_ev": 3.38,
  "multiplicity": 1,
  "charge": -2
}

***

> What is the formula in the second record?

C4H5NOS2

***

> Number 1 is which compound?

C11H13O2P